# C3H8N2O

A cluster of 2 separate species, C3H8N2O in total in a non-equilibrium geometry (the ωB97M-V functional and the def2-TZVPD basis, the Open Molecules 2025 dataset).

Last column: Mulliken charge in e.
CARTESIAN COORDINATES (ANGSTROEM)
C: 0.845 1.912 -0.907  -0.550
C: -0.370 1.962 -1.609  0.371
O: -1.148 0.941 -1.639  -0.250
H: 0.921 1.096 -0.179  0.332
H: 1.470 2.802 -0.877  0.312
H: -0.847 2.896 -1.906  0.379
H: -0.785 0.346 -0.913  0.366
N: 0.065 -1.497 2.168  -0.334
C: -0.141 -1.926 0.919  0.150
N: 0.343 -1.285 -0.099  -0.772
H: -0.166 -2.053 2.971  0.218
H: 0.559 -0.626 2.262  0.210
H: -0.737 -2.811 0.736  0.338
H: -0.009 -1.756 -0.927  0.231

Values from the calculation:
HOMO (spin up / spin down): -13.4 / -13.4 eV
<S²>: 0.7562
energy above the lowest of the compared OMol25 structures with the same formula, charge and spin: 25.1 kcal per mole
total charge: +1
2S+1: 2


# C43H55N5O3S5Si3Zr

A structure of composition C43H55N5O3S5Si3Zr in a non-equilibrium geometry (the ωB97M-V functional and the def2-TZVPD basis, the Open Molecules 2025 dataset).

Last column: Mulliken charge in e.
CARTESIAN COORDINATES (ANGSTROEM)
Zr: 0.295 0.394 0.641  -1.747
N: 0.381 -1.547 -2.637  -0.084
N: -0.861 -2.121 -2.908  -0.429
C: -1.659 -2.482 -1.881  0.019
N: -2.894 -2.922 -2.214  -0.244
S: -1.155 -2.425 -0.299  -0.135
H: 0.331 -0.521 -2.634  -0.132
H: 1.070 -1.844 -3.320  0.254
H: -1.318 -1.921 -3.796  0.282
H: -3.100 -3.178 -3.168  0.230
H: -3.428 -3.371 -1.488  0.222
C: 2.033 -0.208 3.605  -1.147
O: 0.838 0.076 2.905  0.177
Si: -0.368 1.114 3.549  1.066
C: -0.890 0.301 5.211  -1.443
C: 0.461 2.767 4.046  -1.441
C: -1.433 1.107 1.995  0.888
Si: -2.047 2.826 1.459  0.337
C: -3.501 2.804 0.211  -0.970
C: -2.735 3.878 2.910  -1.223
C: -0.654 3.769 0.529  -0.865
Si: -2.812 -0.190 2.088  0.231
C: -3.760 -0.600 0.464  -0.158
C: -4.199 0.340 3.311  -1.302
C: -2.122 -1.840 2.791  -0.473
H: 1.890 -0.093 4.682  0.300
H: 2.827 0.470 3.269  0.299
H: 2.338 -1.237 3.403  -0.063
H: -0.442 0.808 6.059  0.463
H: -0.616 -0.748 5.261  0.201
H: -1.963 0.362 5.338  0.342
H: 1.489 2.613 4.363  0.409
H: -0.068 3.248 4.862  0.455
H: 0.491 3.460 3.213  0.295
H: -4.337 2.234 0.595  0.249
H: -3.215 2.380 -0.743  0.017
H: -3.852 3.814 0.023  0.478
H: -3.513 3.330 3.430  0.309
H: -3.175 4.802 2.552  0.403
H: -1.982 4.138 3.642  0.357
H: -0.219 3.131 -0.249  0.053
H: 0.150 4.095 1.182  0.285
H: -1.035 4.659 0.038  0.527
H: -4.723 -0.102 0.448  0.596
H: -3.942 -1.668 0.393  0.457
H: -3.211 -0.289 -0.418  -0.611
H: -4.811 1.132 2.892  0.342
H: -3.792 0.709 4.247  0.308
H: -4.855 -0.494 3.540  0.392
H: -2.499 -2.711 2.263  0.476
H: -2.396 -1.956 3.832  0.505
H: -1.037 -1.859 2.723  -0.616
S: 2.168 0.468 -1.534  0.033
C: 2.917 2.041 -1.438  0.260
C: 3.552 2.564 -2.555  -0.993
C: 4.209 3.788 -2.506  0.459
C: 4.815 4.264 -3.684  -0.160
N: 5.270 4.601 -4.683  -0.539
C: 4.233 4.511 -1.298  0.481
C: 3.585 3.995 -0.181  -1.139
C: 2.926 2.771 -0.227  0.266
S: 2.170 2.148 1.207  -0.246
C: 4.920 5.740 -1.227  -0.192
N: 5.474 6.742 -1.156  -0.547
H: 3.544 2.002 -3.475  0.555
H: 3.603 4.543 0.748  0.557
O: 1.473 -1.304 0.779  0.506
S: 2.281 -1.989 -0.290  1.375
C: 2.011 -3.797 0.092  -1.680
C: 2.155 -4.189 1.519  -0.153
C: 1.347 -3.598 2.485  0.946
C: 1.460 -3.956 3.814  -0.473
C: 2.362 -4.932 4.200  -0.649
C: 3.150 -5.548 3.242  -0.785
C: 3.048 -5.183 1.910  -0.511
C: 3.998 -1.863 0.372  -1.098
C: 4.829 -2.865 -0.349  -0.029
C: 4.849 -2.843 -1.742  -0.109
C: 5.501 -3.840 -2.445  -0.820
C: 6.134 -4.868 -1.764  -0.520
C: 6.143 -4.878 -0.380  -0.573
C: 5.498 -3.877 0.327  -0.470
H: 2.691 -4.350 -0.553  0.582
H: 0.985 -3.943 -0.249  0.657
H: 0.620 -2.861 2.180  -0.087
H: 0.832 -3.480 4.551  0.527
H: 2.433 -5.232 5.235  0.431
H: 3.848 -6.319 3.534  0.399
H: 3.642 -5.694 1.165  0.576
H: 3.941 -2.023 1.448  0.396
H: 4.309 -0.840 0.158  0.741
H: 4.340 -2.044 -2.263  0.533
H: 5.502 -3.825 -3.525  0.439
H: 6.617 -5.663 -2.309  0.411
H: 6.633 -5.678 0.153  0.418
H: 5.502 -3.888 1.407  0.527
C: -6.452 3.319 -4.590  -1.012
C: -6.604 2.935 -6.032  0.712
O: -7.506 3.261 -6.750  -0.531
S: -5.332 1.879 -6.717  -0.128
C: -4.230 1.586 -5.339  -0.397
C: -3.143 2.426 -5.135  -0.647
C: -2.288 2.191 -4.079  -0.412
C: -2.510 1.110 -3.221  -0.112
C: -3.597 0.260 -3.451  -0.019
C: -4.453 0.498 -4.506  -0.729
C: -1.657 0.913 -2.105  -0.277
C: -0.965 0.781 -1.109  1.071
H: -6.594 2.440 -3.963  0.293
H: -7.207 4.066 -4.344  0.328
H: -5.457 3.717 -4.397  0.328
H: -2.979 3.263 -5.798  0.459
H: -1.443 2.840 -3.899  0.580
H: -3.774 -0.576 -2.790  0.571
H: -5.300 -0.149 -4.683  0.473

Values from the calculation:
HOMO: -7.6 eV